{
  "formula": "C69H106NO37S8",
  "method": "the ωB97M-V functional and the def2-TZVPD basis",
  "symbols": ["C", "C", "C", "C", "C", "C", "N", "O", "C", "C", "C", "H", "H", "H", "H", "H", "H", "H", "H", "H", "H", "H", "H", "H", "H", "H", "H", "H", "H", "O", "S", "O", "O", "C", "C", "C", "H", "H", "H", "H", "H", "H", "H", "H", "O", "S", "O", "O", "C", "C", "C", "H", "H", "H", "H", "H", "H", "H", "H", "O", "S", "O", "O", "C", "C", "C", "H", "H", "H", "H", "H", "H", "H", "H", "O", "S", "O", "O", "C", "C", "C", "H", "H", "H", "H", "H", "H", "H", "H", "O", "S", "O", "O", "C", "C", "C", "H", "H", "H", "H", "H", "H", "H", "H", "O", "S", "O", "O", "C", "C", "C", "H", "H", "H", "H", "H", "H", "H", "H", "O", "S", "O", "O", "C", "C", "C", "H", "H", "H", "H", "H", "H", "H", "H", "O", "S", "O", "O", "C", "C", "C", "H", "H", "H", "H", "H", "H", "H", "H", "C", "C", "C", "O", "C", "C", "C", "O", "H", "H", "H", "H", "C", "C", "C", "O", "C", "C", "C", "O", "H", "H", "H", "H", "C", "C", "C", "O", "C", "C", "C", "O", "H", "H", "H", "H", "C", "C", "C", "O", "C", "C", "C", "O", "H", "H", "H", "H", "C", "C", "C", "O", "C", "C", "C", "O", "H", "H", "H", "H", "C", "C", "C", "O", "C", "C", "C", "O", "H", "H", "H", "H"],
  "xyz": [[-1.441174, 0.127244, -2.845062], [-0.152044, 0.222534, -2.024262], [-0.207224, 1.601884, -1.281492], [0.585646, 1.873644, 0.032598], [-0.028634, 0.773564, 1.013518], [0.226516, -0.642596, 0.536458], [-0.095314, -0.888606, -0.960232], [0.091646, -2.159616, -1.418422], [-0.791074, -1.467406, 1.323578], [1.644906, -1.105856, 0.783668], [1.112266, 0.101604, -2.895712], [-2.239464, 0.348784, -2.136722], [-1.501374, -0.902006, -3.198772], [-1.430494, 0.745614, -3.742612], [-1.227844, 1.847524, -0.988062], [0.131456, 2.374354, -1.971922], [0.633896, 2.927164, 0.308028], [1.659136, 1.694964, -0.028912], [-1.089164, 0.999894, 1.123728], [0.468146, 0.962324, 1.965188], [-0.730094, -2.486536, 0.941788], [-1.833174, -1.150776, 1.366968], [-0.672084, -1.624036, 2.395688], [2.247736, -0.557756, 0.059598], [1.883196, -2.143736, 0.550998], [2.103046, -0.909406, 1.752998], [1.265086, 0.788824, -3.727862], [1.182786, -0.924586, -3.256372], [1.918776, 0.253854, -2.178452], [4.032856, -3.559266, 1.152918], [3.056116, -4.606336, 1.468008], [2.053676, -4.419716, 2.457068], [2.278436, -5.066356, 0.120998], [2.985856, -5.512396, -1.087532], [1.962516, -5.525226, -2.246432], [3.958576, -6.131616, 1.915588], [3.419976, -6.498256, -0.921082], [3.788366, -4.828486, -1.363812], [2.484896, -5.901876, -3.125832], [1.557786, -4.582426, -2.614442], [1.056496, -6.094586, -2.038922], [3.715916, -6.978826, 1.274138], [3.599706, -6.399646, 2.909298], [5.034756, -5.958596, 1.920448], [-2.806314, -2.740786, -1.656402], [-2.554714, -4.156346, -1.755822], [-1.249054, -4.763836, -1.601942], [-3.583444, -4.900206, -0.745042], [-4.117734, -4.180036, 0.373038], [-5.047064, -4.988346, 1.198908], [-3.328684, -4.854336, -3.346872], [-4.698274, -3.359576, -0.048782], [-3.331064, -3.641246, 0.901178], [-4.577534, -5.696056, 1.882128], [-5.728874, -5.570466, 0.578928], [-5.689374, -4.306886, 1.756718], [-2.781694, -4.330466, -4.130762], [-4.356284, -4.533726, -3.175582], [-3.230294, -5.929446, -3.497032], [0.897066, -1.762216, 4.275168], [1.721656, -2.583676, 5.153078], [3.148436, -2.774846, 4.789508], [1.710676, -1.876616, 6.658178], [2.708666, -2.235916, 7.566768], [2.179526, -2.316866, 8.997528], [0.770226, -4.097356, 5.758198], [3.531176, -1.520676, 7.569128], [3.142476, -3.211086, 7.345528], [1.307686, -2.964856, 9.087548], [1.906456, -1.315406, 9.330108], [3.031026, -2.711466, 9.551908], [0.479316, -4.605526, 4.838838], [-0.028804, -3.725016, 6.399298], [1.495866, -4.587876, 6.406998], [-2.333314, 7.303214, 4.085968], [-2.709784, 6.025384, 3.477828], [-4.054024, 5.954914, 2.862758], [-1.564634, 5.463674, 2.391898], [-0.245954, 5.185004, 2.761798], [0.540426, 6.392034, 3.256398], [-2.466004, 4.737114, 4.771318], [0.267276, 4.889924, 1.846578], [-0.216274, 4.386854, 3.503538], [0.652836, 7.132924, 2.464858], [1.579446, 6.114694, 3.434228], [0.176196, 6.916284, 4.139918], [-1.528184, 4.932634, 5.291278], [-2.575084, 3.776284, 4.268318], [-3.318084, 4.819524, 5.446068], [7.284236, -4.347016, -2.227942], [7.692886, -3.056266, -2.726472], [8.092946, -2.865996, -4.126792], [6.479096, -2.016026, -2.358272], [5.741776, -2.282676, -1.224552], [4.666746, -1.224676, -1.293332], [8.929316, -2.378196, -1.636842], [6.260476, -2.068646, -0.290082], [5.347726, -3.294436, -1.128842], [4.998946, -0.199216, -1.455152], [3.963846, -1.230556, -0.460262], [4.140496, -1.528366, -2.198272], [8.352506, -2.205386, -0.728262], [9.361216, -1.399176, -1.844422], [9.607016, -3.231586, -1.613342], [1.059246, 4.486944, 6.600648], [1.294136, 3.047644, 6.341888], [1.042766, 2.086934, 7.391258], [0.367976, 2.665804, 4.977888], [-0.195784, 1.332684, 4.903368], [-1.474354, 1.214244, 4.065608], [2.934336, 2.798984, 5.723938], [-0.355414, 0.778834, 5.828498], [0.603936, 0.847424, 4.343848], [-1.559894, 2.048854, 3.369768], [-2.315504, 1.105234, 4.750208], [-1.457984, 0.274994, 3.512758], [3.550396, 2.828984, 6.622648], [3.231036, 3.688154, 5.167658], [2.911246, 1.847674, 5.192348], [-6.989874, -2.208856, 2.495018], [-5.998804, -1.665016, 3.413938], [-6.281374, -1.272836, 4.794288], [-4.631714, -2.647126, 3.407698], [-3.607314, -2.524436, 4.411808], [-2.529494, -3.558446, 4.194168], [-5.316794, -0.199616, 2.429198], [-4.043634, -2.813576, 5.367908], [-3.202034, -1.519586, 4.530638], [-2.754064, -4.521756, 4.652088], [-1.572834, -3.243206, 4.610728], [-2.287134, -3.711856, 3.142588], [-6.142924, 0.509254, 2.485088], [-4.952764, -0.529746, 1.456268], [-4.499204, 0.222534, 3.013528], [-3.766274, 2.702854, 2.399578], [-3.820334, 2.660554, 0.914308], [-3.336144, 1.506584, 0.204958], [-5.422094, 2.863724, 0.549708], [-6.061714, 3.962794, 1.076208], [-7.460054, 3.977824, 0.437698], [-3.110834, 4.249764, 0.154268], [-5.672734, 4.945244, 0.808628], [-6.062764, 3.740074, 2.143218], [-7.816744, 2.954884, 0.557958], [-7.272974, 4.135374, -0.624512], [-8.161184, 4.683564, 0.883158], [-2.049844, 4.089414, -0.037312], [-3.272454, 5.044874, 0.882128], [-3.553734, 4.352194, -0.836402], [5.114076, -1.077566, -5.215752], [5.315456, 0.259374, -5.219142], [4.215416, 1.141244, -5.637662], [4.281966, 2.336114, -5.910512], [2.931616, 0.450734, -5.905602], [2.830746, -0.880456, -5.956202], [3.930886, -1.800006, -5.674792], [3.828416, -2.982706, -5.824192], [5.996836, -1.657586, -4.990562], [6.273056, 0.645134, -4.901992], [2.064786, 1.094794, -5.891492], [1.837806, -1.299346, -6.026902], [5.145776, 4.239264, -3.317522], [5.526626, 5.531694, -3.173322], [5.282136, 6.327904, -1.987332], [5.564126, 7.486374, -1.804752], [4.237786, 5.706184, -1.118352], [3.665436, 4.544364, -1.389202], [4.145376, 3.598724, -2.496492], [3.710676, 2.500264, -2.651592], [5.393036, 3.711684, -4.226872], [6.311726, 5.909854, -3.811292], [3.765876, 6.297554, -0.347652], [2.973256, 4.159234, -0.655062], [7.036456, 1.067384, 3.393448], [5.797456, 1.686854, 3.301768], [4.556946, 0.973804, 3.078098], [3.489246, 1.447644, 2.836358], [4.746286, -0.442436, 2.965038], [5.951476, -1.139766, 3.039868], [7.208886, -0.339096, 3.331248], [8.283026, -0.831316, 3.433578], [7.918766, 1.589374, 3.733228], [5.792566, 2.759714, 3.425688], [3.870166, -1.060056, 2.833278], [5.975246, -2.182456, 2.759448], [-2.709124, 6.067784, -5.332252], [-2.433684, 5.362874, -4.199712], [-3.123724, 4.049074, -3.789232], [-2.771904, 3.297044, -2.890732], [-4.049674, 3.588704, -4.869372], [-4.309464, 4.312624, -5.982012], [-3.702684, 5.636664, -6.278762], [-3.852854, 6.325584, -7.263092], [-2.216934, 7.005294, -5.544892], [-1.647984, 5.768704, -3.579732], [-4.578474, 2.660064, -4.713162], [-4.999934, 3.861644, -6.679342], [-6.578454, -1.815516, -1.781012], [-5.865344, -0.686586, -1.993822], [-5.129084, -0.421486, -3.279512], [-4.492164, 0.601184, -3.570772], [-5.352144, -1.423436, -4.259612], [-6.047324, -2.521056, -4.072352], [-6.708534, -2.911826, -2.783152], [-7.269174, -4.013666, -2.551822], [-7.023614, -1.871196, -0.798602], [-5.784254, 0.081614, -1.239032], [-4.870714, -1.222476, -5.205262], [-6.194724, -3.215596, -4.886152], [-2.734644, -0.078976, -6.636892], [-3.658054, -0.075906, -7.621262], [-3.906274, -1.207056, -8.565962], [-4.867764, -1.304376, -9.348822], [-2.964964, -2.363776, -8.312312], [-2.025134, -2.312816, -7.240902], [-1.668604, -1.131846, -6.492782], [-0.672414, -1.212566, -5.753452], [-2.770424, 0.828894, -6.053032], [-4.418134, 0.690814, -7.649752], [-2.882534, -3.252946, -8.919752], [-1.420944, -3.185186, -7.040082]],
  "forces_ev_per_angstrom": [[0.1, -1.4, 0.7], [-0.4, 1.9, 0.3], [0.9, 1.1, 0.6], [-0.1, -2.7, -0.4], [1.2, 3.2, -1.0], [-1.7, -0.4, 1.9], [2.6, -6.6, -3.1], [-1.5, 8.2, 3.1], [-0.7, -2.1, 0.2], [1.4, -0.1, -1.4], [0.7, -1.1, 1.3], [-0.4, 0.1, -0.6], [-0.3, -0.1, 0.0], [0.1, 0.4, 0.5], [-0.2, -0.2, -0.5], [-0.3, -0.2, -0.6], [-1.1, 0.0, 0.4], [0.2, -0.5, -0.4], [0.0, -0.3, 0.0], [-0.1, -0.8, 0.2], [-0.3, -0.2, -0.1], [-0.1, 0.4, -1.1], [1.4, 0.6, 0.0], [0.3, 0.2, 0.1], [-0.7, -0.1, 0.0], [-0.9, 0.3, 0.2], [-0.8, 0.2, 0.3], [0.0, 0.1, -0.2], [0.5, 0.1, -0.3], [-1.5, -1.1, 0.3], [2.0, -1.2, -1.6], [-0.6, 0.5, 0.0], [0.5, 0.5, 0.7], [-0.9, 0.8, -0.7], [0.1, -0.2, 0.0], [-0.2, 0.3, 0.2], [-0.2, 0.0, 0.1], [0.0, 0.1, 0.4], [0.0, -0.5, 0.1], [0.4, 0.5, 0.7], [0.3, -0.4, 0.1], [-0.1, 0.3, -0.2], [0.1, 0.2, 0.0], [-0.2, 0.1, 0.0], [0.5, -0.2, -0.2], [-1.2, -3.1, -0.8], [-0.9, 1.2, 0.1], [1.1, -0.2, -0.6], [-0.3, 1.9, -0.5], [-0.5, -0.8, 0.4], [0.8, 1.4, 1.6], [-0.2, 0.1, -0.2], [0.2, -0.5, 0.4], [0.2, 0.1, 0.0], [0.1, 0.0, -0.3], [0.2, 0.0, 0.1], [-0.4, 0.1, -0.1], [0.0, -0.1, -0.7], [0.1, 0.1, 0.6], [0.7, -1.1, 1.2], [1.4, 0.6, 1.0], [-3.1, -0.2, 0.7], [-1.0, 0.3, -2.4], [1.0, -0.7, 1.5], [0.0, 0.4, -0.8], [1.4, 1.4, -0.9], [0.0, 0.1, -0.4], [0.0, -0.1, -0.4], [0.1, -0.1, 0.0], [0.0, -0.1, 0.3], [-0.3, 0.1, 0.4], [0.0, -0.4, 0.4], [-0.1, 0.1, -0.5], [-0.1, -0.4, -0.4], [-0.2, -1.9, -1.4], [-0.4, 0.4, 1.5], [3.1, -0.4, 0.5], [-3.0, 1.2, -0.1], [1.6, 0.6, 1.1], [0.6, 0.5, -0.2], [-1.1, 0.6, -0.9], [-0.3, -0.4, -0.1], [0.0, -0.1, -0.2], [-0.4, 0.1, -0.1], [0.0, -0.4, 0.3], [-0.2, -0.3, 0.0], [-0.1, -0.1, -0.2], [0.4, 0.1, 0.1], [0.1, 0.3, 0.0], [0.5, 0.7, -0.4], [0.1, 1.0, -1.4], [-1.2, -0.2, 2.6], [2.0, -0.9, -2.3], [-1.2, 1.1, 2.4], [-1.3, -0.5, -0.6], [-0.7, -0.5, 0.1], [0.8, -0.3, 0.0], [0.0, 0.1, -0.4], [0.5, -0.2, 0.1], [0.3, -0.3, 0.0], [-0.6, 0.5, -0.1], [0.4, -0.6, 0.4], [0.0, -0.4, -0.9], [0.5, 0.5, 0.6], [0.5, -3.1, -0.9], [-1.8, 2.0, 0.1], [0.1, 0.5, -1.0], [0.1, 0.9, 2.4], [1.0, -1.3, -1.5], [0.3, 0.3, 0.8], [-0.3, 0.6, 0.5], [0.4, 0.7, 0.4], [-0.1, -0.7, 0.2], [-0.3, -0.2, 0.1], [-0.3, 0.6, -0.3], [0.3, 0.1, -0.1], [0.0, -0.5, 0.0], [-0.3, -0.4, -0.5], [0.4, 0.3, 0.0], [1.3, -0.2, 1.7], [1.4, 1.6, -0.8], [0.3, -0.9, -2.2], [-1.4, 0.6, -0.6], [-0.5, -0.5, 1.3], [0.8, -0.2, -0.7], [-0.2, -1.1, 2.1], [-0.3, 0.5, 0.1], [-0.2, 0.2, -0.5], [-0.3, 0.0, -0.2], [-0.2, 0.3, 0.3], [-0.3, -0.1, -0.2], [0.1, 0.0, -0.6], [-0.5, 0.0, 0.1], [0.0, 0.0, 0.0], [0.4, -0.2, -3.0], [-1.0, 2.5, 1.7], [-0.5, 0.3, 0.3], [3.3, -2.3, -1.9], [-2.2, 1.5, 1.3], [0.8, -1.2, 0.3], [-0.2, -1.6, 0.5], [0.9, -0.2, 0.4], [-0.3, 1.0, 0.2], [-0.5, 0.1, -0.1], [-0.5, 0.2, 0.0], [0.3, 0.0, -0.1], [0.0, -0.2, 0.4], [-0.2, -0.1, -0.4], [-0.4, 0.0, 0.3], [2.4, 0.6, 0.1], [-0.7, -1.0, 0.3], [-0.4, 0.9, -1.2], [0.5, -0.8, 0.8], [0.1, -0.6, 0.8], [-1.7, 0.8, 0.2], [-0.4, 1.8, -0.4], [0.3, -1.2, 0.2], [-0.1, -0.4, 0.2], [0.0, 0.2, -0.1], [-0.1, 0.0, -0.5], [-0.1, -0.3, -0.3], [0.4, 1.4, -1.6], [2.1, -1.7, -0.4], [-3.0, 0.2, 0.7], [1.0, 0.1, -0.3], [-0.3, 0.2, 0.1], [0.5, -1.6, 0.1], [-0.3, 2.7, 2.1], [-0.5, -1.6, -0.2], [0.3, -0.2, -0.1], [-0.2, 0.2, -0.5], [0.5, 0.3, 0.3], [-0.5, -0.2, -0.3], [-2.9, 3.0, 0.9], [3.5, 0.4, 0.6], [1.9, -1.1, -0.6], [-2.0, 1.5, 0.0], [2.2, -4.2, 0.4], [-2.1, 2.6, -0.3], [-2.5, -1.8, -1.2], [2.1, -1.2, 0.3], [0.1, 0.4, -0.4], [-0.3, 0.2, 0.0], [-0.2, 0.1, -0.2], [0.2, -0.1, 0.4], [0.7, -0.8, 2.8], [-0.3, 0.5, -0.2], [1.3, -0.2, -1.9], [-0.4, 1.4, -0.4], [-0.7, 0.9, -0.2], [-0.4, -0.9, 0.6], [0.4, -0.2, -0.5], [-1.0, -0.6, -0.4], [0.2, 0.0, -0.1], [0.0, -0.2, 0.4], [0.2, -0.2, 0.1], [-0.1, 0.3, -0.3], [0.5, 1.0, 0.5], [0.4, -0.2, -0.3], [-0.2, 1.9, 1.0], [-0.9, -1.4, 1.0], [0.8, -0.5, -1.6], [-1.2, -1.9, -0.1], [-0.8, -1.4, 0.8], [1.8, 3.3, -0.9], [-0.4, -0.5, 0.0], [0.0, 0.1, 0.2], [-0.1, -0.1, -0.3], [0.0, -0.2, -0.1], [0.3, 1.2, -0.8], [-0.2, -0.6, 0.3], [-0.9, -1.5, -0.8], [2.3, 0.7, 1.8], [2.9, 0.6, 2.9], [-2.4, -1.2, -4.0], [-0.2, -0.7, 1.4], [-1.7, 1.4, -1.1], [0.4, -0.1, 0.6], [0.1, 0.3, -0.1], [-0.8, 0.0, -0.2], [0.1, -0.1, -0.1]],
  "gap_ev": 5.9,
  "lumo_energy_ha": -0.2162,
  "homo_energy_ev": -11.8101,
  "largest_force_ev_per_a": 8.93,
  "charge": 1
}